{"formula": "C96H212F12N4O12P3", "method": "ωB97M-V/def2-TZVPD", "orbital_gap_ha": 0.161, "total_charge": 3, "lumo_energy_ev": -5.24, "homo_ev": -9.62, "species": ["P", "P", "P", "F", "F", "F", "F", "F", "F", "F", "F", "F", "F", "F", "F", "O", "O", "O", "O", "O", "O", "O", "O", "O", "O", "O", "O", "N", "N", "N", "N", "C", "C", "C", "C", "C", "C", "C", "C", "C", "C", "C", "C", "C", "C", "C", "C", "C", "C", "C", "C", "C", "C", "C", "C", "C", "C", "C", "C", "C", "C", "C", "C", "C", "C", "C", "C", "C", "C", "C", "C", "C", "C", "C", "C", "C", "C", "C", "C", "C", "C", "C", "C", "C", "C", "C", "C", "C", "C", "C", "C", "C", "C", "C", "C", "C", "C", "C", "C", "C", "C", "C", "C", "C", "C", "C", "C", "C", "C", "C", "C", "C", "C", "C", "C", "C", "C", "C", "C", "C", "C", "C", "C", "C", "C", "C", "C", "H", "H", "H", "H", "H", "H", "H", "H", "H", "H", "H", "H", "H", "H", "H", "H", "H", "H", "H", "H", "H", "H", "H", "H", "H", "H", "H", "H", "H", "H", "H", "H", "H", "H", "H", "H", "H", "H", "H", "H", "H", "H", "H", "H", "H", "H", "H", "H", "H", "H", "H", "H", "H", "H", "H", "H", "H", "H", "H", "H", "H", "H", "H", "H", "H", "H", "H", "H", "H", "H", "H", "H", "H", "H", "H", "H", "H", "H", "H", "H", "H", "H", "H", "H", "H", "H", "H", "H", "H", "H", "H", "H", "H", "H", "H", "H", "H", "H", "H", "H", "H", "H", "H", "H", "H", "H", "H", "H", "H", "H", "H", "H", "H", "H", "H", "H", "H", "H", "H", "H", "H", "H", "H", "H", "H", "H", "H", "H", "H", "H", "H", "H", "H", "H", "H", "H", "H", "H", "H", "H", "H", "H", "H", "H", "H", "H", "H", "H", "H", "H", "H", "H", "H", "H", "H", "H", "H", "H", "H", "H", "H", "H", "H", "H", "H", "H", "H", "H", "H", "H", "H", "H", "H", "H", "H", "H", "H", "H", "H", "H", "H", "H", "H", "H", "H", "H", "H", "H", "H", "H", "H", "H", "H", "H", "H", "H", "H", "H", "H", "H", "H", "H", "H", "H", "H", "H", "H", "H", "H", "H", "H", "H"], "positions_angstrom": [[5.3537, -4.4775, -4.2633], [5.1140, 1.1688, 5.9471], [-1.6452, 8.4078, -0.0079], [0.6974, 0.2388, -2.8959], [-3.3996, 5.1501, 2.5140], [-10.7453, -1.1329, -2.1426], [2.0480, 1.9572, -2.9733], [-11.9716, -1.2960, -3.9094], [0.2056, 1.8782, -4.1798], [-5.0162, 4.3678, 3.7319], [-3.7401, 2.9780, 2.6091], [-10.2890, -2.5713, -3.6294], [1.9396, -0.3347, 0.5143], [1.3143, 1.4974, 1.5301], [2.1625, 0.0029, 2.5342], [-3.5545, -0.1162, -6.0799], [2.3818, 1.3740, -6.0867], [-9.4983, -0.6394, -5.6653], [2.9903, -5.4941, 4.6904], [-2.9829, 4.6984, 5.7420], [-1.3502, 4.5755, 4.2278], [-1.2912, 0.2393, 1.2824], [-8.5099, -0.2482, -3.6607], [1.2231, -6.9519, -0.5456], [-0.4047, -1.8091, 1.6736], [-7.2293, -0.2881, 4.1239], [1.1097, -0.4244, -5.5207], [-6.0114, 0.6974, -7.5644], [-0.4193, -4.4339, -1.0578], [-0.1980, -5.0671, 5.1364], [-4.4661, -1.3037, 3.5050], [-5.5342, 4.9014, -0.6753], [5.5504, -0.4335, 5.2301], [1.0219, -6.4910, -1.8977], [-9.8155, -0.3287, -4.2968], [-5.3051, 6.3920, -1.0074], [4.5694, 0.3181, -1.9408], [-4.7335, -0.4982, -5.5487], [7.6427, 4.3498, 9.6657], [-4.6111, -1.6391, 0.9428], [7.2510, 2.9536, 9.2032], [10.1787, -3.3352, -2.0589], [4.4205, -9.2494, -3.4794], [2.3234, -5.0701, 5.9233], [5.2192, 3.5669, 2.5140], [0.0482, -5.4078, 3.6366], [-0.6902, 3.9228, 3.1638], [-0.2324, -5.6758, -2.0091], [4.4280, -3.5750, -3.0080], [-4.2540, 7.0394, 0.0088], [4.8381, -2.0827, -2.9951], [-10.6975, -1.3160, -3.4387], [0.6025, 3.0046, 5.9840], [7.8668, -3.9858, -3.0468], [-2.3646, 8.0664, 2.8249], [-7.3939, 0.6021, -8.1104], [7.0222, -3.9498, -4.4231], [1.6778, -1.5899, -6.0591], [-5.8346, -0.5152, -6.5874], [4.8016, -3.9153, -6.0237], [5.6886, -7.0534, -2.8380], [-1.4871, -3.4602, -1.7101], [-4.3717, -0.2589, 4.7147], [1.2865, 0.1534, 1.5484], [-2.9535, 0.3049, 5.0777], [5.2980, -6.3870, -4.2007], [-4.5097, -0.6133, 2.0779], [-4.7392, -0.6791, -9.3346], [3.4309, -6.8165, 4.7207], [4.2031, -2.9623, 2.6150], [0.8681, -5.6466, 6.0946], [-0.9709, 4.8287, -1.7770], [-3.6388, 8.6562, 3.5189], [2.0424, -8.1354, -0.4999], [4.1077, -1.1755, -1.8774], [5.0962, -3.8630, -8.7289], [-1.0322, 0.5823, -0.1458], [-0.4850, -2.9578, 6.6196], [-5.9246, 2.0687, -6.8405], [-7.0747, 0.6810, -1.8291], [-2.2827, 1.3116, -0.5140], [-0.9381, 6.4129, -1.6580], [-3.3320, -2.2583, 3.5938], [2.8828, 2.3641, 7.1010], [1.9416, 0.5538, -4.9865], [-8.4815, 0.7156, -2.5247], [0.9876, -3.6576, -1.0028], [-0.9626, -4.9309, 0.2790], [0.0578, -6.8770, 3.3368], [-1.6725, 8.9855, 1.7702], [-7.0936, -1.4565, 3.3465], [0.4312, -2.3911, -6.4658], [1.3723, 2.4773, 7.2188], [9.3940, -3.7445, -3.3225], [6.4683, 2.8313, 7.8925], [-7.1204, 2.3364, -5.7298], [0.6498, 4.5425, 2.9656], [-3.4129, 8.2402, -0.5390], [3.3711, 1.1148, 6.3640], [-2.6256, 4.1028, 4.5171], [-0.3161, -3.5218, 5.1906], [-4.5562, 7.6978, 4.3255], [-2.4644, 0.1371, -5.1048], [-1.5316, -5.6270, 5.6286], [-5.0154, 0.7268, -8.7339], [3.6070, -3.9382, -9.0828], [4.5656, -1.1373, 4.1937], [4.6518, 3.5138, 1.1106], [-5.7729, -2.1165, 3.7680], [4.7726, -2.6409, 4.0089], [-0.1674, -0.4510, 1.8391], [-1.0614, -2.6533, -2.8520], [-0.8115, 10.5791, -3.5717], [5.0092, 2.2302, 3.3473], [-0.8749, 6.8254, -0.1891], [5.2956, 2.6009, 4.7929], [6.1906, 1.4055, 7.4657], [-1.5245, 9.6522, -2.5714], [0.2729, 4.2230, -1.1426], [1.2249, 1.1733, -3.7121], [5.5802, -4.4539, -7.3421], [-3.7607, 4.1227, 3.3684], [-0.8825, 9.5324, -1.1859], [5.6504, -8.5789, -2.8076], [-8.2030, 0.6128, 3.5745], [1.9560, -4.0495, 0.0908], [0.6625, 10.3229, -3.8436], [-3.9210, -0.6170, -10.0521], [3.0263, 3.2534, 6.4872], [6.7069, 2.4275, 9.9876], [-1.7168, -5.2769, 6.6441], [0.9593, 4.6064, 1.9224], [4.8343, 3.4660, 5.2693], [5.8232, -2.9303, 3.9837], [-4.9876, 6.9707, 3.6376], [2.6577, -7.5835, 4.7647], [0.4752, -5.5335, 7.1050], [6.2654, 3.8638, 2.5876], [7.5367, -3.1967, -2.3713], [-2.8265, 0.6504, -4.2140], [6.6518, -4.2823, -7.2405], [4.9992, -6.7531, -2.0489], [-0.0242, 6.6651, -2.1959], [3.6362, 3.1189, 1.0841], [0.6119, 5.6208, 3.1203], [-8.0257, 2.5980, -6.2776], [6.7773, 4.8811, 10.0619], [0.5799, -2.6808, -0.7424], [3.1393, -4.9109, -8.9304], [-0.6107, 2.8461, 3.3135], [5.7335, 1.5427, 2.9103], [1.9631, -6.0169, -2.1763], [-1.5204, 8.6574, -3.0170], [-0.8493, 11.6045, -3.2038], [4.2087, -1.6067, -0.8814], [-1.1867, -3.9791, 0.7606], [5.8775, -1.9044, -2.7195], [-5.6889, -3.0805, 3.2663], [3.4741, 2.4544, 8.0122], [-0.2449, 1.3095, -0.3443], [-1.8684, 4.3429, -1.3940], [-5.2671, 8.3163, 4.8733], [5.6597, 0.9157, 8.2820], [-4.7503, 7.2721, 0.9509], [3.0417, -1.2300, -2.0981], [0.4732, -2.9993, 4.6501], [-4.6065, -1.5279, -5.2145], [-2.4782, 2.0424, 0.2708], [-7.5810, 1.3532, -8.8778], [1.1957, 3.2917, 7.9214], [-6.8365, 3.2789, -5.2615], [-1.6660, 0.7696, -5.4930], [3.7227, -4.0386, -6.1176], [7.9060, 4.9856, 8.8204], [-0.5075, -3.2425, -3.5829], [-1.8076, 6.8003, -2.1891], [1.2060, 10.7023, -2.9783], [-7.0879, -1.2069, 2.2854], [-0.3559, -0.2242, 2.8884], [0.3332, 3.1495, -1.3215], [2.8140, 0.1491, -4.4735], [0.6404, 2.3375, 5.1228], [1.1816, 4.4920, -1.6811], [3.9525, -4.0229, 2.5930], [-1.8957, -5.4585, 0.0811], [5.5359, 3.3648, 8.0773], [6.5391, -9.0098, -3.2687], [-10.1629, 0.7026, -4.2346], [-7.9337, -2.1378, 3.4811], [0.8829, -7.3530, -2.5503], [-6.0053, -2.4017, 4.7940], [-0.6152, 9.1612, 1.9687], [-8.4670, 1.7002, -2.9920], [2.3720, -5.0534, 0.1750], [1.5366, -3.8990, 1.0856], [-5.3487, 1.4105, -9.5146], [-1.7440, -2.7751, -0.9023], [9.8010, -2.4693, -1.5151], [4.0488, -7.0755, 5.5805], [0.9190, -4.7650, 3.5070], [-1.5023, -6.7152, 5.5731], [4.3948, -8.9706, -4.5328], [1.0868, 10.8026, -4.7256], [-3.6421, 0.0405, 1.9894], [5.2212, 2.8004, 0.5148], [-2.2420, -5.2693, 4.8832], [9.4939, -3.0296, -4.1392], [-3.8868, 9.2087, -0.3793], [-3.2544, -2.7090, 4.5832], [4.4625, -3.2655, 4.8467], [5.5061, -4.4444, -9.5548], [-8.1062, 0.8312, 2.5110], [-0.5163, -7.0457, 2.4257], [-0.8494, 10.4768, -0.6425], [0.3057, 4.3173, -0.0572], [6.5592, -0.2523, 4.8592], [2.3114, -2.2159, -5.4309], [0.9238, 9.2827, -4.0380], [3.0105, -7.9067, -0.9455], [4.9234, -2.6790, 1.8475], [1.4850, -3.5851, -1.9700], [-0.1524, -5.5378, 0.6830], [-0.2865, -2.5050, -5.6534], [-1.6541, 7.7596, 3.5924], [0.4569, -2.8646, 7.1601], [4.5067, 4.4477, 0.5676], [5.5360, -5.5424, -7.3764], [-4.5840, 4.3795, -0.7886], [1.0794, -7.2052, 3.1455], [-1.9455, -0.7763, -4.8141], [2.9540, -5.3817, 6.7560], [8.1635, 2.4037, 8.9730], [4.2221, -6.5474, -4.2692], [0.1440, 9.1680, -1.2263], [5.8306, -7.0164, -4.9136], [-0.2795, -7.6440, 4.0340], [-1.1934, -3.2339, 4.6113], [6.9989, -2.9428, -4.8397], [3.5347, -0.9781, 4.5101], [5.8462, -9.0667, -1.8527], [3.4841, -8.8788, -3.0624], [-5.3962, -2.3912, 1.0202], [1.4548, 4.0686, 3.5273], [-4.7909, -0.6787, 5.6291], [2.2269, -1.4501, -6.9903], [3.3983, -3.7939, -3.2908], [-4.2774, 9.0278, 2.7175], [-4.2931, -1.3184, -8.5728], [11.1916, -3.0630, -2.3557], [-9.1780, 0.1421, 3.7009], [-2.3643, -0.5456, 5.4206], [0.9619, 4.0162, 5.7951], [-0.9738, -0.2631, -0.8313], [-5.9172, 4.7728, 0.3370], [-0.5121, -1.7475, -2.5953], [6.3392, 2.9141, 4.8225], [5.4027, -2.8178, -8.7687], [0.9331, 1.5664, 7.6256], [-1.3338, 6.1586, 0.5408], [-3.5919, 6.2187, 0.2845], [-0.7391, -4.9066, 3.0735], [-7.6126, -0.4168, -8.4301], [-1.3792, 10.6424, -4.5000], [-0.0908, -1.8393, -7.2476], [3.2661, -2.5505, 2.2402], [4.7084, 0.5788, -2.9900], [-4.8954, 6.4889, -2.0128], [-3.6624, -2.1596, 0.8117], [8.4759, 4.4201, 10.3649], [7.0528, 3.3428, 7.1278], [-7.1761, 1.2864, -0.9284], [-2.0461, 1.8346, -1.4406], [-0.9416, -3.5207, 7.4336], [-3.3151, 9.5234, 4.0945], [0.1601, 6.9574, 0.1264], [-4.0823, 1.0847, -8.2987], [1.4742, -8.9799, -0.8900], [-3.1289, 0.6596, -0.7304], [-2.4334, 0.7736, 4.2422], [-6.7186, -0.3066, -1.5360], [2.3943, -8.4395, 0.4859], [6.6996, -6.6992, -2.6366], [-0.4669, 2.9355, 6.1833], [5.4325, -1.0990, 6.0853], [-7.2826, 1.5887, -4.9535], [-5.6667, -1.0591, -9.7629], [-1.9911, -2.3557, -3.3368], [-6.2153, 1.1318, -2.3254], [-4.9245, 2.0418, -6.4079], [2.7760, -3.3315, 0.0769], [4.0417, -6.8458, 3.8185], [-5.8477, -1.4412, -7.1623], [-2.3407, 3.0908, 4.8046], [-6.7177, -0.7356, -5.9877], [-2.5252, 7.0943, 2.3586], [4.7251, 4.3483, 3.0915], [9.7891, -4.6660, -3.7502], [-2.4692, -1.6296, 3.3736], [5.6141, 0.3683, -1.6340], [2.8837, 1.0153, 5.3942], [-5.0307, 0.0604, -4.6612], [3.4810, -3.7322, -10.1457], [-0.2072, -5.3042, -3.0334], [-4.0929, 7.1615, 5.1536], [-0.9511, 4.4852, -2.8112], [-2.3466, -4.1092, -1.8782], [4.9164, -2.8320, -5.9887], [0.8227, -3.3706, -6.7402], [-5.0004, 0.5982, 4.4735], [3.9154, 1.0098, -1.4098], [4.3409, -10.3361, -3.4501], [-4.8420, -1.2192, -0.0362], [-2.1679, 9.9534, 1.6936], [-3.0145, 0.9602, 5.9466], [-0.9799, -1.9869, 6.6425], [-5.3874, 0.0297, 2.1435], [-3.4145, 8.1614, -1.6261], [-8.3452, 1.5505, 4.1117], [-9.1514, 0.6873, -1.6653], [3.9576, 1.9731, 3.2203], [10.0277, -4.1934, -1.4041], [3.1497, 0.1866, 6.8908], [4.6602, -0.4956, 3.3178], [2.4829, -3.9974, 6.0325], [7.6018, -4.5625, -5.1135], [-6.2009, 7.0006, -1.1304], [-8.0459, 0.6518, -7.2383], [-2.5584, 9.9608, -2.4171], [7.6512, -4.8904, -2.4781], [-1.1790, 4.1186, 2.2094], [-6.1990, 4.3813, -1.3650], [4.6404, -4.1349, -2.0973], [-1.0565, -6.3892, -2.0117], [2.9786, -3.3533, -8.4110], [-3.4095, -3.0790, 2.8807], [4.6312, -1.5669, -3.9328], [7.1950, 1.0427, 7.2471], [-6.0109, 2.8686, -7.5759], [0.7986, -6.7010, 5.8275]], "lowdin_charge": [1.043, 1.035, 1.021, 0.097, 0.052, 0.152, 0.117, 0.115, 0.137, 0.149, 0.074, 0.131, 0.155, 0.120, 0.104, -0.177, -0.260, -0.273, -0.216, -0.251, -0.105, -0.117, -0.152, -0.235, -0.243, -0.192, -0.110, -0.235, -0.174, -0.245, -0.182, -0.096, -0.246, -0.196, -0.415, -0.217, -0.081, -0.268, -0.093, -0.049, -0.262, -0.095, -0.091, -0.126, -0.242, -0.136, -0.295, -0.069, -0.258, -0.197, -0.200, -0.595, -0.079, -0.205, -0.214, -0.009, -0.288, -0.270, -0.055, -0.216, -0.249, -0.156, -0.087, -0.570, -0.046, -0.215, -0.084, -0.051, -0.113, -0.102, -0.034, -0.218, -0.227, -0.066, -0.224, -0.226, -0.224, -0.049, -0.084, -0.095, -0.070, -0.205, -0.043, -0.241, -0.468, -0.222, -0.098, 0.015, -0.046, -0.224, -0.215, -0.065, -0.242, -0.249, -0.285, -0.016, -0.080, -0.238, -0.276, -0.486, -0.131, -0.082, -0.014, 0.034, -0.147, -0.110, -0.230, -0.096, -0.081, -0.226, -0.453, -0.073, -0.248, -0.224, -0.285, -0.264, -0.242, -0.234, -0.102, -0.560, -0.184, -0.471, -0.264, -0.251, -0.063, -0.070, -0.107, 0.087, 0.102, 0.114, 0.101, 0.045, 0.099, 0.113, 0.054, 0.079, 0.135, 0.111, 0.085, 0.084, 0.087, 0.088, 0.119, 0.057, 0.085, 0.078, 0.077, 0.105, 0.072, 0.102, 0.116, 0.113, 0.093, 0.109, 0.080, 0.075, 0.094, 0.122, 0.104, 0.094, 0.087, 0.074, 0.104, 0.102, 0.080, 0.132, 0.133, 0.080, 0.119, 0.117, 0.068, 0.088, 0.064, 0.073, 0.074, 0.086, 0.071, 0.109, 0.115, 0.043, 0.100, 0.060, 0.089, 0.056, 0.113, 0.104, 0.108, 0.125, 0.143, 0.136, 0.137, 0.088, 0.095, 0.075, 0.061, 0.128, 0.111, 0.069, 0.098, 0.120, 0.103, 0.066, 0.079, 0.111, 0.069, 0.108, 0.107, 0.104, 0.097, 0.088, 0.108, 0.088, 0.082, 0.106, 0.049, 0.102, 0.081, 0.072, 0.070, 0.081, 0.109, 0.071, 0.038, 0.115, 0.074, 0.081, 0.094, 0.056, 0.074, 0.054, 0.130, 0.108, 0.073, 0.097, 0.110, 0.092, 0.083, 0.105, 0.091, 0.108, 0.043, 0.081, 0.054, 0.126, 0.114, 0.078, 0.087, 0.067, 0.080, 0.093, 0.037, 0.089, 0.098, 0.075, 0.073, 0.098, 0.110, 0.104, 0.088, 0.066, 0.110, 0.115, 0.112, 0.090, 0.052, 0.075, 0.090, 0.060, 0.082, 0.112, 0.054, 0.070, 0.077, 0.106, 0.110, 0.116, 0.105, 0.069, 0.064, 0.048, 0.087, 0.088, 0.080, 0.095, 0.051, 0.083, 0.091, 0.046, 0.107, 0.065, 0.104, 0.127, 0.087, 0.125, 0.060, 0.101, 0.108, 0.085, 0.068, 0.087, 0.118, 0.084, 0.128, 0.068, 0.108, 0.136, 0.081, 0.061, 0.120, 0.065, 0.083, 0.074, 0.091, 0.099, 0.076, 0.119, 0.062, 0.100, 0.106, 0.099, 0.074, 0.106, 0.087, 0.114, 0.104, 0.105, 0.070, 0.106, 0.081, 0.099, 0.065, 0.092, 0.143, 0.044, 0.098, 0.101, 0.104, 0.123, 0.118]}